(1)
Formula: CH2NO2S2
Source: the OMol25 dataset
Level of theory: wB97M-V/def2-TZVPD

Element x y z (Å)
O: 2.170 -0.857 0.098
C: 1.676 0.146 -0.240
O: 1.868 1.142 -0.798
N: -0.098 0.059 -0.061
S: -0.870 -1.472 -0.430
S: -1.267 1.351 -0.198
H: -1.644 -1.394 0.646
H: -1.834 1.026 0.981

Output
Multiplicity   1
Energy   -28325.27125 eV
HOMO energy   -0.1423 Eh
ΔE to the lowest compared entry with this formula, charge and spin   16.7 kcal/mol
HOMO-LUMO gap   7.34 eV
Max |F|   4.924 eV/Å
Structure (SMILES)   O=C([O-])N(S)S
Net charge   -1
E_LUMO   3.47 eV

=====

(2)
Formula: C3HFKO
Source: the OMol25 dataset
Level of theory: wB97M-V/def2-TZVPD

Element x y z (Å)
O: -0.574 2.905 0.258
C: -0.126 1.798 0.426
C: 0.248 0.673 0.991
C: 1.028 0.041 0.083
H: 1.844 0.302 1.028
F: -1.878 -3.501 -1.994
K: -0.542 -2.218 -0.793

Output
Multiplicity   1
Energy   -24213.47423 eV
HOMO energy   -0.0918 Eh
ΔE to the lowest compared entry with this formula, charge and spin   52.6 kcal/mol
HOMO-LUMO gap   5.10 eV
Max |F|   5.109 eV/Å
Net charge   -1
E_LUMO   2.60 eV

=====

(3)
Formula: C17H25N3O3S2
Source: the OMol25 dataset
Level of theory: wB97M-V/def2-TZVPD

Element x y z (Å)
C: 1.917 -0.122 3.967
C: 1.662 1.113 3.041
C: 0.562 1.956 3.789
C: 2.904 2.053 2.859
C: 1.253 0.595 1.626
C: -0.038 0.916 1.138
C: -0.539 0.463 -0.074
C: -1.886 0.888 -0.521
N: -2.637 1.775 0.108
S: -4.172 1.880 -0.547
C: -3.641 0.750 -1.749
N: -4.375 0.095 -2.708
S: -5.598 1.007 -3.367
C: -6.996 0.632 -2.349
O: -5.765 0.550 -4.732
O: -5.254 2.437 -3.250
N: -2.449 0.294 -1.610
C: 0.281 -0.356 -0.863
C: 1.545 -0.770 -0.446
C: 2.352 -1.821 -1.313
C: 2.493 -3.120 -0.463
C: 1.680 -2.244 -2.658
C: 3.726 -1.239 -1.750
C: 1.989 -0.284 0.816
O: 3.184 -0.725 1.302
H: 1.212 -0.941 3.786
H: 2.929 -0.471 3.750
H: 1.853 0.110 5.047
H: 0.327 2.879 3.260
H: 0.978 2.248 4.766
H: -0.306 1.355 3.945
H: 2.684 2.817 2.104
H: 3.795 1.493 2.530
H: 3.183 2.521 3.806
H: -0.677 1.547 1.695
H: -3.813 -0.304 -3.448
H: -6.811 0.906 -1.347
H: -7.142 -0.435 -2.381
H: -7.884 1.135 -2.691
H: -0.102 -0.610 -1.843
H: 3.022 -3.899 -1.012
H: 3.020 -2.947 0.467
H: 1.487 -3.459 -0.225
H: 0.607 -2.499 -2.578
H: 1.777 -1.413 -3.377
H: 2.178 -3.116 -3.083
H: 3.578 -0.406 -2.433
H: 4.307 -0.878 -0.917
H: 4.357 -1.988 -2.247
H: 3.247 -0.371 2.181

Output
Multiplicity   1
Energy   -50317.50077 eV
HOMO energy   -0.3017 Eh
ΔE to the lowest compared entry with this formula, charge and spin   51.4 kcal/mol
HOMO-LUMO gap   8.59 eV
Max |F|   3.888 eV/Å
Structure (SMILES)   CC(C)(C)c1cc(-c2nsc(NS(C)(=O)=O)n2)cc(C(C)(C)C)c1O
Net charge   0
E_LUMO   0.38 eV

=====

(4)
Formula: C3H14N2O2
Source: the OMol25 dataset
Level of theory: wB97M-V/def2-TZVPD

Element x y z (Å)
C: 2.030 -0.968 -1.726
C: 1.558 0.022 -0.711
N: 2.392 0.126 0.505
C: 1.302 1.451 -1.192
N: 0.651 2.197 -0.135
H: 3.124 -1.066 -1.746
H: 1.813 -0.634 -2.743
H: 1.609 -1.956 -1.625
H: 0.596 -0.385 -0.362
H: 1.848 0.432 1.294
H: 2.901 -0.724 0.680
H: 2.263 1.831 -1.560
H: 0.602 1.418 -2.034
H: 1.312 2.623 0.512
H: 0.249 3.074 -0.482
O: -2.468 -1.957 0.564
H: -3.203 -2.588 0.636
H: -1.734 -2.496 0.885
O: -5.694 -0.513 3.164
H: -5.082 -0.166 2.503
H: -6.068 0.277 3.570

Output
Multiplicity   1
Energy   -10412.84893 eV
HOMO energy   -0.3237 Eh
ΔE to the lowest compared entry with this formula, charge and spin   21.7 kcal/mol
HOMO-LUMO gap   9.55 eV
Max |F|   2.179 eV/Å
Structure (SMILES)   C[C@@H](N)CN.O.O
Net charge   0
E_LUMO   0.74 eV